(1)
{
  "formula": "C22H23BrN4O3STl",
  "method": "ωB97M-V with the def2-TZVPD basis set",
  "charge": -1,
  "e_above_lowest_kcal_mol": 0.00,
  "species": ["C", "C", "N", "N", "C", "H", "C", "N", "O", "H", "C", "H", "H", "S", "C", "C", "H", "H", "C", "Tl", "C", "C", "C", "H", "C", "H", "H", "C", "C", "C", "H", "H", "H", "H", "C", "O", "C", "H", "Br", "H", "H", "C", "H", "H", "H", "H", "C", "C", "H", "H", "N", "O", "H", "C", "C"],
  "coordinates": [[-3.899, 0.553, -5.948], [-3.113, -2.901, 3.831], [-0.494, 0.944, -2.292], [-3.055, 0.020, -6.961], [-0.995, -2.243, 4.827], [-0.487, -0.580, 3.451], [-5.240, 0.330, -3.944], [-2.035, -0.684, -6.707], [-3.205, -0.278, 3.420], [-3.598, -3.641, 3.195], [-0.162, -1.348, -2.937], [-0.685, 2.886, -1.695], [-4.309, 2.276, -7.136], [-2.569, -1.480, 2.789], [-1.915, -3.442, 4.609], [-4.245, -0.142, -4.785], [-1.842, 2.000, -5.727], [-0.741, -2.662, -6.048], [-1.300, 2.618, -3.767], [-0.168, 0.000, 0.166], [-0.158, -2.265, -4.031], [-5.549, 2.236, -5.381], [-4.570, 1.742, -6.229], [-1.458, -1.539, 5.523], [2.207, 0.331, 0.543], [-0.305, -2.205, 2.757], [-1.392, -4.197, 4.016], [-1.372, -0.721, -5.491], [-0.882, -1.594, 3.457], [1.571, 2.750, 0.879], [-3.857, -2.438, 4.481], [2.416, 0.057, 1.586], [-3.735, -1.065, -4.544], [-1.490, 3.668, -3.947], [-0.660, 0.016, -3.254], [0.263, -1.635, -1.802], [2.598, 1.802, 0.308], [0.292, -3.235, -3.863], [-7.259, 2.163, -3.103], [-6.055, 3.166, -5.605], [-2.219, -3.910, 5.548], [-0.824, 2.194, -2.521], [-5.502, -0.217, -3.050], [1.246, 3.979, 2.478], [3.587, 2.064, 0.713], [2.617, 1.999, -0.766], [-1.233, 0.323, -4.506], [-1.500, 1.688, -4.751], [-0.023, -2.531, 5.230], [2.826, 3.268, 2.439], [1.948, 3.451, 1.990], [0.451, 2.894, 0.410], [2.845, -0.291, -0.091], [-0.718, -1.938, -5.240], [-5.884, 1.519, -4.247]]
}

***

(2)
{
  "formula": "C22H23ClDyN2P",
  "method": "ωB97M-V with the def2-TZVPD basis set",
  "spin_multiplicity": 6,
  "charge": 2,
  "e_above_lowest_kcal_mol": 12.84,
  "species": ["H", "H", "C", "H", "C", "H", "H", "H", "C", "H", "H", "C", "H", "H", "H", "C", "C", "C", "C", "C", "H", "H", "C", "C", "C", "C", "C", "H", "H", "Cl", "C", "H", "C", "C", "H", "N", "C", "Dy", "H", "H", "C", "C", "C", "H", "P", "N", "H", "H", "C", "H"],
  "coordinates": [[2.514, -1.087, -1.252], [1.118, 4.682, -1.542], [-3.732, -1.293, -3.190], [-1.966, -1.734, 2.128], [-2.451, -4.476, 2.631], [1.409, 2.235, -1.248], [0.924, 0.321, -4.993], [-2.744, -0.198, -1.608], [2.644, -0.906, -2.323], [-0.705, -5.419, 0.544], [-2.149, -2.747, -5.827], [-0.555, 4.483, -2.892], [-2.192, 3.975, -4.204], [-3.502, -4.174, 2.489], [-2.364, -5.568, 2.520], [4.038, -0.868, -4.297], [-2.624, -0.739, -2.551], [-1.482, -2.455, 1.522], [-1.175, -1.605, -4.279], [-0.193, -3.374, -0.008], [-0.187, -1.753, -4.697], [-0.680, 5.557, -3.025], [2.972, -0.348, -5.037], [-2.288, -2.171, -4.914], [-0.248, 1.733, -2.555], [1.737, -0.113, -4.416], [0.611, 2.620, -1.894], [4.996, -1.047, -4.779], [0.637, -6.564, -6.140], [0.019, 0.876, 2.173], [-1.406, 3.595, -3.553], [-0.112, -6.597, -6.173], [-0.801, -4.366, 0.673], [-1.255, 2.219, -3.386], [-1.926, 1.530, -3.895], [-1.617, -3.787, 1.646], [-1.349, -0.877, -3.106], [-0.004, -0.021, 0.132], [-4.724, -1.175, -2.757], [3.102, -0.114, -6.091], [-3.565, -2.008, -4.378], [1.572, -0.417, -3.072], [3.876, -1.139, -2.938], [4.710, -1.522, -2.353], [0.004, -0.075, -2.326], [-0.613, -2.142, 0.522], [-2.124, -4.186, 3.643], [-4.426, -2.447, -4.876], [0.452, 3.994, -2.064], [0.510, -3.434, -0.807]]
}

***

(3)
{
  "formula": "C22H23F2N3O6S",
  "method": "ωB97M-V with the def2-TZVPD basis set",
  "smiles": "CCOC(=O)c1c(NC(=O)CN2C(=O)N[C@](C)(c3ccc(OC(F)F)cc3)C2=O)sc(C)c1C",
  "e_above_lowest_kcal_mol": 0.00,
  "species": ["C", "C", "O", "C", "C", "C", "N", "C", "C", "C", "H", "H", "C", "H", "H", "H", "O", "H", "N", "H", "C", "F", "O", "C", "O", "H", "C", "C", "N", "C", "H", "S", "H", "C", "C", "C", "H", "H", "O", "H", "C", "H", "O", "F", "H", "H", "C", "C", "H", "H", "C", "C", "H", "H", "H", "H", "H"],
  "coordinates": [[-3.283, 0.783, -0.628], [-3.095, -0.381, -2.803], [0.711, 0.940, -1.169], [4.379, 2.015, 0.339], [-2.124, -1.466, -2.344], [-0.070, 0.379, 2.066], [-2.340, 2.779, -1.282], [-1.204, 0.583, 1.297], [-0.002, -1.777, -1.287], [-1.534, 1.847, 0.833], [4.683, 3.051, 0.230], [5.122, 1.377, -0.132], [-2.367, 1.979, -2.371], [4.000, -3.072, -0.112], [2.784, -5.201, -0.592], [1.125, -5.734, -0.294], [2.666, 0.437, -0.213], [4.332, 1.772, 1.397], [-2.987, 0.783, -1.961], [-0.706, 0.018, -1.841], [-3.839, 2.853, 0.688], [3.794, 0.350, 3.545], [1.908, 1.346, 3.124], [0.404, 2.734, 1.954], [-2.350, -2.653, -2.401], [-3.442, 3.757, 1.143], [3.334, -2.362, 0.377], [-0.725, 2.923, 1.186], [-0.962, -0.973, -1.838], [1.862, -4.973, -0.056], [3.758, -1.370, 0.291], [-0.198, -3.474, -1.221], [-4.109, -0.788, -2.770], [-2.741, 2.099, -0.064], [1.481, 0.093, -0.731], [2.518, 0.144, 3.183], [-2.852, -0.070, -3.824], [-0.971, 3.921, 0.856], [-3.847, -0.096, -0.032], [2.078, -5.015, 1.012], [1.192, -1.332, -0.732], [0.155, -0.615, 2.418], [-1.995, 2.207, -3.489], [1.987, -0.655, 4.145], [3.057, 2.085, -1.381], [2.506, -0.423, 2.235], [1.977, -2.433, -0.250], [3.027, 1.817, -0.319], [-1.832, -0.264, 1.074], [-4.642, 3.119, 0.004], [0.745, 1.455, 2.378], [1.351, -3.628, -0.436], [-1.794, 3.623, -1.279], [3.281, -2.641, 1.430], [1.038, 3.561, 2.233], [2.251, 2.423, 0.162], [-4.237, 2.208, 1.466]]
}

***

(4)
{
  "formula": "C22H23F6NO18",
  "method": "ωB97M-V with the def2-TZVPD basis set",
  "smiles": "O=C1OC[C@@H](F)O1.O=C1OC[C@@H](F)O1.O=C1OC[C@@H](F)O1.O=C1OC[C@@H](F)O1.O=C1OC[C@@H](F)O1.O=C1OC[C@@H](F)O1.c1cc[nH]c1",
  "energy_ha": -2860.30626,
  "species": ["C", "O", "O", "H", "O", "H", "F", "H", "C", "H", "F", "H", "C", "C", "H", "C", "C", "H", "O", "H", "C", "F", "O", "F", "C", "H", "O", "F", "O", "H", "H", "O", "C", "H", "H", "C", "H", "C", "C", "H", "C", "C", "C", "H", "O", "F", "N", "H", "C", "O", "O", "H", "H", "O", "H", "C", "O", "C", "H", "O", "H", "C", "C", "H", "O", "C", "O", "O", "O", "C"],
  "coordinates": [[-5.374, 2.046, -1.580], [0.605, 0.877, 1.747], [5.796, 4.453, 1.041], [-6.373, 1.374, 1.406], [1.812, -0.901, 2.430], [1.257, -8.555, 1.704], [3.847, -0.845, -4.699], [3.861, 4.731, 0.423], [0.036, -2.361, 2.756], [-2.022, 6.083, 2.944], [0.625, 6.037, 3.808], [3.932, -7.598, 1.563], [6.789, 5.367, 1.115], [-5.365, -3.791, -1.678], [3.496, -2.476, -3.547], [-4.257, -5.639, -0.870], [1.712, -7.577, 1.550], [5.673, 5.990, -1.612], [-0.249, 9.290, 0.789], [-7.382, 1.542, -0.873], [-0.253, 6.990, 3.409], [4.501, 6.958, -0.407], [-3.703, -4.564, -0.272], [-4.764, -3.370, -2.736], [-0.454, 8.363, 1.571], [-6.346, -3.318, -1.631], [0.336, 7.847, 2.479], [1.783, -6.907, 2.616], [3.067, -6.634, -0.029], [-0.788, 7.517, 4.199], [2.335, -2.144, -6.050], [0.211, 0.399, -3.414], [3.070, -7.677, 0.902], [-0.603, -3.193, 2.461], [1.634, -2.409, 1.209], [5.447, 6.075, -0.549], [-5.403, 2.071, -2.659], [1.883, -2.073, -5.061], [1.088, -0.465, -3.750], [-3.294, 2.447, -1.112], [3.002, -1.651, -4.061], [-4.591, -3.458, -0.458], [1.742, -6.421, -0.363], [-5.287, -3.431, 0.381], [-1.547, 7.588, 1.626], [-0.006, -2.182, 4.069], [-4.263, 2.327, -0.852], [-0.852, 5.677, 1.737], [-1.173, 6.487, 2.392], [6.635, 6.383, 0.296], [-3.774, -6.752, -0.872], [4.820, 3.874, -0.711], [-3.482, 2.030, 0.984], [2.247, -0.873, -3.125], [3.014, -8.565, 0.271], [-5.758, 1.777, 0.616], [-5.356, -5.258, -1.587], [-4.449, 2.080, 0.506], [1.416, -3.017, -4.780], [7.743, 5.269, 1.930], [-4.107, -2.494, -0.618], [-6.374, 1.877, -0.677], [1.495, -2.244, 2.277], [2.196, -2.823, 2.877], [1.019, -0.892, -5.039], [4.870, 4.687, 0.013], [-0.382, -1.127, 2.150], [1.429, -5.573, -1.243], [0.958, -6.994, 0.539], [0.651, -0.264, 2.130]]
}

***

(5)
{
  "formula": "C22H23N3O4",
  "method": "ωB97M-V with the def2-TZVPD basis set",
  "smiles": "COc1ccc(CNC(=O)CCN2C(=O)[C@@H]3Cc4ccccc4CN3C2=O)cc1",
  "e_above_lowest_kcal_mol": 11.41,
  "species": ["C", "H", "C", "H", "C", "H", "C", "H", "C", "N", "H", "H", "H", "H", "H", "C", "O", "H", "C", "H", "H", "C", "H", "O", "C", "C", "C", "C", "O", "C", "C", "H", "H", "N", "C", "C", "N", "H", "H", "C", "O", "H", "C", "H", "C", "C", "H", "C", "H", "H", "C", "H"],
  "coordinates": [[3.702, -0.169, -1.206], [-1.397, 1.514, -2.475], [0.311, -2.279, 1.303], [-3.467, 3.747, 2.465], [1.252, 0.156, -1.532], [4.577, 0.733, 0.537], [-2.971, 3.218, 1.665], [-3.633, 1.233, -0.982], [-1.596, 3.270, 1.550], [0.401, 1.197, -1.480], [-0.413, -0.604, 2.423], [0.826, 3.251, -1.630], [-1.298, 0.048, -1.479], [1.830, -3.402, 2.339], [3.135, -2.523, 0.586], [-1.032, 1.107, -1.520], [-3.253, -1.860, -0.788], [-4.787, 2.440, 0.831], [4.188, -0.245, 0.247], [-2.534, -0.445, 1.170], [3.394, -1.150, -1.580], [3.021, -0.574, 1.170], [-1.015, 3.839, 2.261], [3.464, 2.713, -0.790], [1.037, 2.390, -0.986], [-1.803, -1.199, 0.923], [-3.066, 1.814, -0.270], [-1.681, 1.857, -0.386], [1.016, -1.001, -1.787], [1.617, -2.369, 2.050], [-0.620, -1.298, 1.622], [0.936, 3.620, 0.791], [4.977, -0.991, 0.335], [2.536, 0.677, -1.296], [-2.070, -2.066, -0.137], [-3.561, -2.681, -1.889], [2.737, -1.889, 1.259], [0.746, -3.914, -0.008], [-4.521, -2.326, -2.261], [-0.935, 2.595, 0.529], [2.413, 0.278, 1.785], [-2.809, -2.590, -2.680], [0.565, 2.653, 0.450], [-1.314, -3.731, -1.279], [2.510, 2.010, -1.000], [0.034, -3.145, 0.258], [4.491, 0.239, -1.843], [-1.142, -3.047, -0.464], [1.572, -1.744, 2.945], [0.992, 1.884, 1.104], [-3.711, 2.487, 0.749], [-3.654, -3.731, -1.595]]
}

***

(6)
{
  "formula": "C22H23N3O4S",
  "method": "ωB97M-V with the def2-TZVPD basis set",
  "smiles": "COCCNC(=O)c1c(CSc2ccccc2)noc1C(=O)NCc1ccccc1",
  "e_above_lowest_kcal_mol": 51.75,
  "species": ["C", "H", "C", "C", "H", "H", "C", "O", "C", "C", "C", "C", "H", "H", "H", "C", "C", "H", "H", "O", "C", "O", "H", "H", "C", "C", "N", "H", "H", "H", "H", "C", "H", "C", "H", "H", "S", "H", "C", "C", "C", "C", "N", "H", "H", "C", "H", "N", "C", "O", "C", "H", "H"],
  "coordinates": [[-1.308, -0.926, -3.804], [-3.058, -2.501, 1.524], [3.880, -0.735, -0.839], [-5.207, 1.145, 0.393], [-5.316, -0.850, -0.373], [-4.831, 3.061, 1.270], [-0.645, -2.126, 1.075], [-0.849, -2.402, 2.239], [-4.743, -0.147, 0.215], [2.267, 1.187, 1.687], [-3.279, 1.656, 1.719], [-3.014, -1.947, 0.579], [-3.015, 0.598, -1.489], [-1.858, -0.464, -4.629], [1.193, 3.954, -0.769], [-3.543, -0.550, 0.787], [0.707, 2.882, 1.021], [-0.288, -0.533, -3.781], [-0.701, 0.411, 0.057], [1.683, -2.727, 1.131], [0.748, -1.951, 0.570], [1.347, 0.118, -2.325], [3.279, 2.691, -1.168], [-2.709, 2.354, 2.314], [-2.259, 0.631, -2.278], [-2.821, 0.362, 1.549], [-0.276, 0.604, -0.836], [-0.344, 1.630, -2.601], [-1.275, -2.004, -3.950], [-1.346, 2.334, -1.304], [-6.143, 1.446, -0.054], [1.094, 1.888, 1.905], [2.587, 0.418, 2.375], [2.747, -1.418, -0.189], [0.488, 1.660, 2.769], [-2.678, 1.145, -3.152], [4.551, 0.558, 0.292], [-3.604, -2.470, -0.176], [2.661, 2.473, -0.311], [-1.022, 1.405, -1.775], [-4.471, 2.052, 1.137], [3.043, 1.479, 0.576], [2.897, -2.396, 0.664], [4.712, -1.416, -1.000], [-1.438, -1.682, -0.796], [1.491, 3.176, -0.083], [-0.206, 3.434, 1.195], [-1.624, -1.935, 0.167], [0.822, -0.072, -1.241], [-1.981, -0.717, -2.577], [1.362, -1.067, -0.295], [-1.907, 0.046, 2.034], [3.567, -0.256, -1.765]]
}

***

(7)
{
  "formula": "C22H23N3O5",
  "method": "ωB97M-V with the def2-TZVPD basis set",
  "smiles": "CC(=O)Oc1cccc(N2C(=O)C[C@@H](Nc3ccc(N4CCOCC4)cc3)C2=O)c1",
  "e_above_lowest_kcal_mol": 33.60,
  "species": ["H", "N", "H", "C", "H", "O", "C", "H", "H", "C", "C", "C", "C", "C", "H", "H", "C", "H", "C", "C", "C", "O", "H", "C", "H", "C", "H", "H", "H", "C", "C", "N", "H", "O", "H", "C", "H", "H", "C", "C", "H", "O", "H", "O", "C", "C", "H", "C", "H", "H", "C", "H", "N"],
  "coordinates": [[-3.499, -2.312, 2.983], [3.715, 1.227, 1.435], [1.602, 0.662, 2.845], [-2.094, 3.568, -0.491], [-4.651, 0.863, 0.099], [-2.141, -1.854, 0.756], [4.474, 0.043, -0.640], [5.221, -0.703, -0.921], [-2.312, 0.600, 1.007], [0.962, -2.176, -1.988], [0.102, -1.511, 0.158], [-0.282, -2.681, -2.317], [1.148, -1.575, -0.748], [3.177, -0.303, -1.334], [-4.908, -2.929, 2.098], [-2.311, -2.998, -1.703], [-1.345, -2.605, -1.433], [4.839, 1.021, -0.954], [2.945, -1.009, 0.863], [2.065, 2.365, -0.020], [0.750, 2.628, -0.341], [-4.257, 2.559, -0.896], [-3.642, 4.201, -1.878], [-2.680, 1.573, 0.684], [-4.345, -1.252, 1.857], [-3.786, 1.349, -0.356], [-3.098, 2.117, 1.547], [0.538, 3.170, -1.250], [-2.792, 2.695, -2.340], [0.039, 1.480, 1.634], [-0.298, 2.162, 0.461], [-1.612, 2.317, 0.055], [-1.286, 4.113, -0.974], [2.546, -1.663, 1.784], [2.849, 2.731, -0.669], [-3.205, 3.275, -1.501], [4.955, -0.437, 1.461], [4.382, 1.950, 1.180], [-3.131, -2.750, 0.936], [1.355, 1.205, 1.946], [-2.509, 4.196, 0.315], [-3.255, -3.772, 0.323], [1.775, -2.234, -2.692], [2.863, -0.052, -2.464], [-1.139, -2.026, -0.190], [4.133, -0.045, 0.854], [-0.430, -3.141, -3.282], [2.384, 1.618, 1.108], [-3.390, 0.709, -1.160], [-0.732, 1.161, 2.318], [-4.040, -2.279, 2.040], [0.236, -1.064, 1.128], [2.401, -1.003, -0.415]]
}

***

(8)
{
  "formula": "C22H23N3OS2SiW",
  "method": "ωB97M-V with the def2-TZVPD basis set",
  "charge": 2,
  "e_above_lowest_kcal_mol": 55.08,
  "species": ["Si", "H", "C", "C", "C", "H", "C", "C", "H", "H", "N", "S", "H", "H", "H", "C", "C", "C", "C", "H", "C", "H", "C", "H", "C", "C", "H", "O", "H", "C", "C", "H", "H", "H", "C", "H", "H", "N", "H", "C", "C", "H", "N", "H", "C", "W", "C", "S", "H", "C", "C", "H", "H"],
  "coordinates": [[3.391, 3.217, -2.326], [2.324, -3.691, 1.598], [1.064, -1.996, 1.275], [-0.020, -1.030, 3.183], [1.809, 0.605, -1.509], [5.090, 3.422, -4.046], [1.368, -2.985, 3.405], [-5.311, -0.101, 0.883], [-0.832, 1.570, 2.218], [-4.221, -3.864, -0.520], [-0.744, -0.226, -0.302], [-0.922, -0.800, -3.134], [-5.455, -1.385, -0.823], [0.342, -2.033, 5.034], [3.968, 2.134, -4.481], [0.540, -2.017, 3.971], [-3.188, -1.703, 1.683], [-3.416, -3.148, -0.338], [-3.596, -0.641, 2.480], [-3.115, -0.462, 3.434], [-3.847, -1.970, 0.487], [4.930, 4.590, -1.031], [2.076, 4.379, -2.925], [-0.647, 2.076, 0.525], [4.255, 3.767, -0.781], [2.401, 1.657, -1.776], [-4.976, 0.988, 2.700], [1.419, -1.882, -0.050], [-2.383, -2.354, 2.007], [1.738, -2.356, -2.875], [0.202, -1.025, 1.804], [0.783, 1.722, 1.561], [2.562, 5.250, -3.373], [5.226, 1.847, -3.264], [-0.241, 1.440, 1.305], [-6.148, 0.512, 0.577], [3.552, 4.133, -0.031], [-0.984, -1.593, -0.641], [1.443, 3.929, -3.691], [1.650, -2.975, 2.048], [-4.917, -1.171, 0.095], [-2.574, -3.679, 0.099], [2.201, -3.185, -3.537], [1.446, 4.734, -2.109], [-4.650, 0.166, 2.076], [0.830, -1.051, -1.565], [-1.679, -1.667, -1.846], [-2.965, -2.689, -2.055], [1.814, -3.744, 4.034], [-0.302, 0.011, 0.920], [4.516, 2.580, -3.650], [-0.660, -0.278, 3.626], [4.859, 2.971, -0.345]]
}

***

no.,maximum force (eV/Å)
1,0.44
2,3.96
3,1.27
4,6.35
5,0.80
6,1.30
7,0.62
8,1.09